No. 1
Formula: H10O5
Source: the Open Molecules 2025 dataset
Level of theory: ωB97M-V with the def2-TZVPD basis set

## Properties
HOMO-LUMO gap ... 11.25 eV
Total charge ... 0
SMILES string ... O.O.O.O.O
HOMO level ... -11.08 eV

Last column: Löwdin charge in e.
Cartesian coordinates (Å):
O -0.785 0.124 1.238  -0.06
H -1.267 0.174 0.405  0.01
H 0.146 0.232 0.992  0.00
O -0.053 -2.529 2.428  -0.07
H -0.135 -1.572 2.307  -0.01
H 0.558 -2.643 3.161  0.03
O -1.330 -0.375 -1.713  -0.05
H -0.515 -0.071 -2.130  0.04
H -1.080 -1.206 -1.291  0.05
O 1.892 0.138 0.083  -0.04
H 1.895 -0.791 -0.173  0.05
H 2.648 0.533 -0.363  0.06
O -0.276 2.734 -1.697  -0.05
H -0.749 1.916 -1.878  0.00
H -0.952 3.335 -1.369  0.04

No. 2
Formula: C20H30N2O4S
Source: the Open Molecules 2025 dataset
Level of theory: ωB97M-V with the def2-TZVPD basis set

## Properties
HOMO-LUMO gap ... 9.41 eV
Total charge ... 0
SMILES string ... CC[C@@H](NS(=O)(=O)c1ccc(C)cc1)C(=O)N1CC[C@]2(O)CCCC[C@H]2C1
HOMO level ... -8.78 eV

Last column: Löwdin charge in e.
Cartesian coordinates (Å):
C 3.061 -0.994 2.619  -0.09
C 2.267 0.232 2.184  -0.19
C 1.872 0.189 0.700  -0.27
N 1.170 -1.013 0.293  -0.07
S -0.441 -1.284 0.628  0.67
O -0.654 -2.628 0.168  -0.29
O -1.221 -0.240 0.034  -0.27
C -0.664 -1.244 2.398  -0.28
C -1.119 -0.090 3.006  -0.06
C -1.278 -0.076 4.380  -0.02
C -0.988 -1.204 5.143  -0.27
C -1.183 -1.183 6.628  -0.05
C -0.541 -2.356 4.504  -0.03
C -0.379 -2.380 3.129  -0.06
C 0.976 1.394 0.362  -0.44
O 0.449 2.034 1.257  0.05
N 0.884 1.741 -0.931  -0.02
C -0.028 2.806 -1.304  -0.11
C -1.267 2.218 -1.976  -0.08
C -0.855 1.413 -3.220  -0.49
O -0.204 2.261 -4.159  0.00
C -2.074 0.734 -3.860  -0.12
C -1.650 -0.124 -5.049  -0.19
C -0.637 -1.178 -4.613  -0.19
C 0.580 -0.508 -3.984  -0.15
C 0.145 0.330 -2.785  -0.23
C 1.336 0.985 -2.077  -0.09
H 3.927 -1.141 1.976  0.08
H 2.445 -1.891 2.589  0.06
H 3.411 -0.864 3.640  0.08
H 1.371 0.335 2.795  0.09
H 2.866 1.132 2.332  0.12
H 2.793 0.246 0.105  0.15
H 1.688 -1.864 0.445  0.11
H -1.318 0.779 2.399  0.11
H -1.629 0.821 4.868  0.12
H -2.225 -1.401 6.866  0.09
H -0.945 -0.203 7.035  0.08
H -0.562 -1.931 7.114  0.08
H -0.319 -3.238 5.086  0.11
H -0.054 -3.269 2.612  0.12
H -0.299 3.349 -0.398  0.12
H 0.493 3.475 -1.996  0.13
H -1.763 1.551 -1.273  0.11
H -1.953 3.023 -2.254  0.13
H -0.853 2.897 -4.479  0.11
H -2.557 0.112 -3.106  0.13
H -2.791 1.496 -4.183  0.12
H -2.527 -0.602 -5.490  0.11
H -1.194 0.516 -5.809  0.11
H -0.332 -1.776 -5.474  0.11
H -1.097 -1.845 -3.881  0.12
H 1.064 0.141 -4.716  0.12
H 1.298 -1.264 -3.660  0.12
H -0.361 -0.313 -2.062  0.13
H 2.046 0.215 -1.786  0.11
H 1.821 1.681 -2.770  0.14

No. 3
Formula: C7H8N4O2
Source: the Open Molecules 2025 dataset
Level of theory: ωB97M-V with the def2-TZVPD basis set

## Properties
HOMO-LUMO gap ... 10.01 eV
Total charge ... 0
SMILES string ... O=C1C[C@H]2N1Cc1c(CO)nnn12
HOMO level ... -9.50 eV

Last column: Löwdin charge in e.
Cartesian coordinates (Å):
O -3.047 1.545 0.936  0.14
C -2.682 0.573 0.376  -0.43
C -2.825 -0.904 0.460  0.02
C -1.677 -0.999 -0.579  -0.08
N -1.632 0.519 -0.606  0.02
C -0.315 1.119 -0.577  -0.08
C 0.476 -0.064 -0.203  -0.18
C 1.741 -0.362 0.244  -0.20
C 3.032 0.411 0.299  -0.22
O 2.848 1.789 0.442  -0.01
N 1.745 -1.713 0.500  0.04
N 0.604 -2.202 0.288  0.00
N -0.209 -1.239 -0.112  -0.01
H -2.448 -1.314 1.337  0.11
H -3.746 -1.206 0.078  0.11
H -1.789 -1.538 -1.521  0.15
H -0.246 1.996 0.237  0.19
H 0.077 1.479 -1.575  0.14
H 3.780 -0.053 1.084  0.16
H 3.530 0.239 -0.673  0.12
H 2.783 1.924 -0.436  0.02

No. 4
Formula: C3H4I2O3
Source: the Open Molecules 2025 dataset
Level of theory: ωB97M-V with the def2-TZVPD basis set

## Properties
HOMO-LUMO gap (spin up / spin down) ... 8.15 / 6.89 eV
Total charge ... 0
HOMO level (spin up / spin down) ... -8.62 / -8.16 eV

Last column: Löwdin charge in e.
Cartesian coordinates (Å):
C 1.087 1.289 -0.429  -0.92
C 0.325 0.890 0.675  -0.26
C -0.433 -1.330 -0.388  -0.78
O 0.715 1.874 -1.394  0.02
O -0.996 1.258 0.658  0.03
O -1.752 -1.394 -0.104  -0.10
I 3.160 0.822 -0.033  0.78
I 0.711 -2.966 0.072  0.86
H 0.501 0.307 1.565  0.11
H -0.334 -0.897 -1.432  0.09
H -0.929 2.006 0.123  0.06
H -2.055 -1.859 0.686  0.10

Computed values of ΔE to the lowest compared entry with this formula, charge and spin (unit: eV) for the preceding records, in sequence: 0.9618 0.0000 3.7365 2.5695.